{
  "formula": "C27H24IN5O2SeW",
  "method": "ωB97M-V with the def2-TZVPD basis set",
  "elements": ["W", "C", "C", "C", "C", "C", "C", "C", "N", "N", "C", "C", "C", "C", "C", "C", "N", "C", "C", "C", "C", "C", "C", "N", "H", "H", "H", "H", "H", "H", "H", "H", "H", "H", "H", "H", "H", "H", "H", "H", "H", "H", "H", "H", "I", "C", "C", "C", "C", "C", "C", "C", "O", "O", "H", "H", "H", "H", "Se", "C", "N"],
  "xyz": [[0.166, 0.059, -0.480], [1.861, -2.120, 0.848], [2.163, -2.640, -0.556], [0.971, -2.810, -1.469], [0.787, -4.012, -2.135], [-0.305, -4.187, -2.967], [-1.210, -3.149, -3.116], [-0.977, -1.977, -2.431], [0.092, -1.797, -1.631], [1.733, -0.628, 0.920], [1.240, -0.233, 2.275], [0.726, 1.183, 2.235], [0.705, 1.993, 3.352], [0.169, 3.270, 3.247], [-0.314, 3.706, 2.023], [-0.256, 2.850, 0.942], [0.253, 1.611, 1.044], [3.034, 0.055, 0.668], [3.200, 0.433, -0.773], [4.441, 0.678, -1.331], [4.513, 1.048, -2.664], [3.342, 1.150, -3.402], [2.140, 0.890, -2.781], [2.063, 0.544, -1.479], [2.653, -2.419, 1.539], [0.919, -2.531, 1.219], [2.625, -3.621, -0.442], [2.923, -2.024, -1.045], [1.504, -4.808, -1.991], [-0.451, -5.125, -3.485], [-2.084, -3.238, -3.743], [-1.659, -1.139, -2.514], [2.039, -0.344, 3.013], [0.425, -0.908, 2.548], [1.093, 1.625, 4.292], [0.136, 3.917, 4.112], [-0.734, 4.693, 1.900], [-0.624, 3.140, -0.033], [3.854, -0.583, 1.008], [3.058, 0.965, 1.273], [5.332, 0.576, -0.728], [5.472, 1.248, -3.124], [3.351, 1.426, -4.446], [1.203, 0.958, -3.317], [-7.514, 2.336, 1.426], [-5.709, 1.327, 1.483], [-5.332, 0.649, 2.639], [-4.123, -0.020, 2.675], [-3.288, -0.019, 1.557], [-3.678, 0.653, 0.401], [-4.885, 1.328, 0.361], [-2.002, -0.730, 1.674], [-1.585, -1.293, 2.649], [-1.245, -0.742, 0.524], [-5.981, 0.644, 3.502], [-3.818, -0.550, 3.567], [-3.052, 0.641, -0.481], [-5.191, 1.844, -0.537], [-2.127, 3.068, -3.510], [-1.307, 1.962, -2.506], [-0.735, 1.177, -1.797]],
  "forces_ev_per_angstrom": [[-0.438, -0.097, 0.304], [-0.066, 0.092, 0.059], [0.016, -0.035, 0.012], [-0.046, 0.000, -0.036], [0.021, 0.048, 0.024], [-0.008, -0.022, -0.021], [0.030, 0.047, 0.040], [-0.043, 0.003, -0.049], [0.133, -0.025, -0.028], [-0.003, 0.018, 0.030], [0.038, -0.045, 0.005], [0.061, 0.028, 0.036], [-0.021, -0.003, -0.041], [0.015, -0.008, 0.039], [-0.003, -0.041, -0.069], [-0.010, 0.044, 0.036], [-0.022, -0.058, 0.020], [-0.037, -0.068, 0.050], [0.059, 0.016, -0.035], [-0.075, -0.002, 0.003], [0.011, 0.005, -0.010], [-0.044, -0.016, 0.051], [0.016, 0.011, -0.005], [0.133, -0.006, -0.075], [-0.005, -0.021, -0.032], [0.048, -0.024, -0.032], [-0.025, 0.008, 0.007], [-0.008, -0.012, -0.008], [-0.003, -0.021, -0.003], [-0.004, -0.009, -0.002], [-0.008, -0.009, -0.015], [0.025, -0.041, 0.007], [0.004, 0.036, -0.023], [0.040, 0.065, 0.022], [0.003, 0.006, 0.010], [-0.002, 0.006, 0.004], [-0.004, 0.011, 0.007], [0.004, -0.001, 0.021], [-0.003, 0.033, -0.010], [0.020, -0.009, -0.047], [0.022, -0.001, 0.001], [0.009, -0.001, -0.007], [0.017, 0.009, -0.015], [0.035, -0.011, 0.018], [-0.110, 0.060, -0.004], [0.086, -0.041, -0.001], [0.035, -0.005, -0.037], [-0.039, 0.048, -0.019], [0.046, -0.052, 0.160], [-0.024, 0.001, -0.058], [0.020, -0.037, 0.044], [0.110, 0.028, -0.287], [-0.050, 0.023, 0.045], [0.051, 0.000, -0.032], [-0.009, 0.002, 0.016], [0.018, -0.016, 0.005], [0.021, 0.007, -0.005], [0.002, 0.008, -0.009], [0.039, -0.048, 0.048], [-0.032, 0.084, -0.086], [-0.049, 0.040, -0.020]],
  "mulliken_spin": [1.735, 0.027, 0.033, 0.027, -0.011, 0.015, -0.006, 0.010, -0.011, -0.030, 0.061, -0.003, -0.014, 0.020, -0.009, 0.014, -0.042, 0.011, 0.042, -0.013, 0.021, -0.007, 0.022, -0.030, -0.004, -0.002, 0.000, -0.002, 0.000, 0.000, 0.001, -0.001, 0.001, 0.001, 0.000, 0.000, 0.000, 0.009, -0.001, 0.002, 0.000, 0.000, 0.000, 0.001, 0.000, 0.001, 0.000, 0.000, -0.012, -0.003, 0.001, 0.030, 0.013, 0.012, 0.000, 0.000, 0.012, 0.000, 0.115, 0.083, -0.120],
  "max_force_ha_per_bohr": 0.0105,
  "multiplicity": 3,
  "s2": 2.024,
  "lumo_energy_ev": [-6.906, -6.712],
  "e_above_lowest_kj_mol": 0.00,
  "homo_ha": [-0.4757, -0.4759],
  "total_charge": 2
}